A cluster of 2 separate species, C6H18N in total in a non-equilibrium geometry. Source: the OMol25 dataset; level of theory: ωB97M-V/def2-TZVPD.

```
25
Properties=species:S:1:pos:R:3:mulliken_charge:R:1
C -0.61 2.10 2.02 -1.507
C -0.91 -1.72 1.13 -1.211
C -1.12 -0.39 1.93 -0.178
C -0.35 0.78 1.33 0.152
H -1.65 2.39 2.07 0.366
H -0.11 2.93 1.49 0.363
H -0.36 2.06 3.11 0.343
H -1.49 -2.62 1.48 0.368
H 0.20 -1.99 1.11 0.259
H -1.27 -1.68 0.09 0.299
H -0.89 -0.61 3.00 0.335
H -2.19 -0.18 1.90 0.329
H 0.71 0.55 1.16 0.365
H -0.67 0.94 0.27 -0.016
C 0.19 0.04 -3.03 -0.940
C 1.48 0.14 -2.18 -0.394
N 1.33 -0.72 -0.94 -0.157
H 0.33 0.59 -3.97 0.348
H 0.09 -1.02 -3.29 0.312
H -0.63 0.43 -2.36 0.304
H 2.37 -0.29 -2.69 0.380
H 1.70 1.14 -1.76 0.323
H 0.54 -0.43 -0.36 -0.322
H 2.12 -0.73 -0.31 0.425
H 1.21 -1.70 -1.19 0.454
```

Output
Frontier orbital gap   11.55 eV
Total charge   +1
Molar mass   104.217 g mol⁻¹
HOMO   -14.86 eV
Relative energy (zero: lowest compared OMol25 entry of this formula, charge and spin)   9.2 kcal per mole
DFT total energy   -7997.23805 eV
LUMO level   -3.31 eV
Largest force on an atom   0.0339 Eh/bohr



A cluster of 14 separate species, C3H34O16S2 in total in a non-equilibrium geometry. Source: the OMol25 dataset; level of theory: ωB97M-V/def2-TZVPD.

```
55
Properties=species:S:1:pos:R:3:mulliken_charge:R:1
C 0.29 0.04 -0.29 0.883
C 0.18 -0.69 -1.59 -0.616
O 1.39 -1.44 -1.84 -0.537
O -0.89 -1.41 -1.74 -0.660
C -1.00 0.88 -0.07 0.621
S -0.73 2.36 0.84 -0.014
S -2.16 3.07 2.02 -0.245
H 0.48 -0.76 0.49 -0.644
H 1.13 0.78 -0.10 0.571
H 1.31 -1.75 -2.80 0.415
H -1.81 0.34 0.32 0.438
H -1.44 1.29 -1.09 -0.633
H -2.10 2.31 3.19 0.129
H 0.86 0.75 -2.86 0.319
H -1.94 0.32 -3.88 0.343
O 0.09 0.30 -2.60 -0.274
H -2.83 -0.16 -2.81 0.427
H -1.31 -1.25 -2.67 0.667
O -2.48 -0.45 -3.67 -0.772
H -2.91 -1.52 0.66 0.247
H -2.48 -1.56 -0.74 0.418
O -3.14 -1.24 -0.15 -0.646
H -4.63 0.99 -1.09 0.337
H -3.14 1.24 -1.47 0.088
O -4.04 1.62 -1.57 -0.675
H 4.03 2.47 1.66 0.296
H 3.57 0.98 1.92 0.351
O 3.45 1.90 2.18 -0.658
H -0.94 -2.21 2.15 0.411
H -0.84 -1.72 3.60 0.327
O -0.88 -1.38 2.67 -0.706
H 3.28 -2.89 1.28 0.373
H 2.66 -1.63 1.85 0.385
O 3.55 -2.03 1.62 -0.731
H 2.14 -4.41 -0.53 0.238
H 1.66 -2.95 -0.67 0.435
O 1.85 -3.66 -0.02 -0.614
H 3.85 -0.93 0.44 0.473
H 3.31 -0.25 -0.92 0.245
O 4.07 -0.20 -0.24 -0.708
H 1.12 -2.36 4.03 0.327
H 1.01 -3.68 3.27 0.328
O 0.59 -3.14 3.98 -0.682
H 0.79 -0.64 2.54 0.194
H 1.71 0.63 2.54 0.346
O 1.66 -0.32 2.43 -0.647
H 2.72 1.76 -2.73 0.319
H 1.80 2.85 -3.16 0.295
O 2.03 1.93 -3.34 -0.658
H -0.37 3.68 -2.28 0.217
H -1.81 3.62 -2.40 0.225
O -1.09 3.08 -2.27 -0.402
H -1.19 -3.78 0.46 0.139
H -0.81 -2.37 -0.10 0.198
O -0.72 -3.00 0.59 -0.501
```

Output
Frontier orbital gap   8.46 eV
Total charge   0
Molar mass   390.423 g mol⁻¹
HOMO   -8.58 eV
Relative energy (zero: lowest compared OMol25 entry of this formula, charge and spin)   2.9 kcal per mole
DFT total energy   -58092.88038 eV
LUMO level   -0.12 eV
Largest force on an atom   0.1114 Eh/bohr



A cluster of 2 separate species, C2H8OS2 in total in a non-equilibrium geometry. Source: the OMol25 dataset; level of theory: ωB97M-V/def2-TZVPD.

```
13
Properties=species:S:1:pos:R:3:mulliken_charge:R:1
C -0.51 -0.79 1.60 -0.750
S 0.47 -2.44 1.19 -0.053
S 0.50 -2.56 -0.84 -0.131
H -1.45 -1.00 1.21 0.340
H -0.47 -0.73 2.68 0.351
H -0.11 0.14 1.03 0.114
H 0.60 -1.23 -1.00 0.105
C 0.35 1.71 -0.82 -0.543
O -0.74 0.94 -1.40 -0.445
H 1.01 2.13 -1.69 0.217
H 1.03 1.19 -0.06 0.334
H -0.18 2.60 -0.55 0.264
H -0.50 0.04 -1.35 0.198
```

Output
Frontier orbital gap   9.01 eV
Total charge   0
Molar mass   112.219 g mol⁻¹
HOMO   -8.46 eV
Structure (SMILES)   CSS.CO
Relative energy (zero: lowest compared OMol25 entry of this formula, charge and spin)   44.6 kcal per mole
DFT total energy   -25920.00115 eV
LUMO level   0.55 eV
Largest force on an atom   0.0601 Eh/bohr